Model A:
Computed, not measured: 40 unconnected molecules or ions with the total composition H80O40, with ωB97M-V/def2-TZVPD.

Cartesian coordinates (Å):
O  -3.02  4.16  -2.83
O  -3.33  1.65  -3.35
O  2.61  -2.24  -0.77
O  0.08  -1.93  -2.45
O  0.73  -5.76  -2.35
O  -2.52  -1.15  1.62
O  5.18  -0.47  -0.76
O  -3.73  -4.41  -2.81
O  0.63  -3.76  3.39
O  -5.66  0.36  1.19
O  0.97  0.98  -6.90
O  5.54  0.18  2.25
O  4.28  -2.17  4.41
O  2.78  -3.44  1.78
O  1.93  3.39  -4.40
O  -1.08  0.47  -2.94
O  0.38  -4.07  0.74
O  1.81  3.19  4.08
O  -5.01  3.91  -1.07
O  6.13  3.24  1.38
O  2.29  -0.14  -2.97
O  -1.51  -3.96  -1.53
O  2.54  4.74  -1.74
O  -1.53  -5.47  1.94
O  2.30  1.22  0.63
O  -0.56  5.70  2.95
O  -3.36  -1.20  -1.30
O  -0.79  1.67  3.95
O  4.33  2.30  -1.87
O  1.51  -0.17  3.32
O  1.52  4.01  0.61
O  -0.23  0.21  1.35
O  -1.17  3.21  1.87
O  -3.37  2.12  0.23
O  -3.48  -4.35  0.50
O  -5.47  -3.36  1.90
O  -2.53  -2.65  -4.60
O  3.91  0.99  -4.42
O  -0.84  -1.31  4.41
O  -2.15  3.78  4.82
H  -2.96  -3.15  -3.87
H  0.17  -2.95  3.64
H  -2.22  -0.84  2.47
H  -2.35  -5.01  1.59
H  -1.43  -1.30  5.17
H  -3.18  1.47  -0.45
H  -1.34  2.34  4.44
H  -3.11  -4.76  -0.29
H  -2.82  -4.71  -2.77
H  -2.42  -0.98  -1.38
H  5.02  2.96  -2.01
H  -3.62  4.60  -3.43
H  1.58  3.18  -3.52
H  0.17  0.60  -6.51
H  3.09  0.61  -4.76
H  -6.62  0.47  1.18
H  2.99  0.87  1.20
H  -1.52  4.50  4.90
H  -0.60  -0.37  4.33
H  1.42  3.54  3.27
H  -2.01  -6.08  2.52
H  -3.53  -1.00  -0.37
H  4.25  -1.28  4.73
H  -1.17  2.74  2.77
H  -4.64  -3.02  2.23
H  4.06  2.12  -2.80
H  -4.09  3.69  -1.39
H  2.13  -2.93  -0.31
H  -3.15  0.76  -3.69
H  2.75  3.35  4.05
H  -3.00  3.95  4.41
H  -0.83  0.07  -3.79
H  2.31  -0.43  2.85
H  -3.06  -2.94  -5.35
H  -2.54  3.37  -3.08
H  3.52  -2.16  -0.49
H  -5.19  -4.24  1.60
H  1.40  -6.05  -1.72
H  1.13  3.85  -4.70
H  -4.10  -4.15  -1.97
H  -1.96  2.83  1.44
H  3.72  -2.91  4.65
H  2.40  -0.40  -2.03
H  4.63  0.13  1.97
H  5.99  -0.65  2.09
H  4.87  0.31  -1.23
H  4.03  1.89  -4.74
H  -2.32  -1.96  1.17
H  0.04  2.18  3.91
H  -0.01  -4.48  3.23
H  -5.56  0.67  2.11
H  -1.63  -3.11  -1.08
H  0.42  0.45  0.66
H  1.73  4.59  -0.14
H  -0.75  4.88  2.47
H  1.99  -3.77  1.33
H  1.10  -4.93  -2.69
H  2.45  -2.60  2.14
H  5.81  3.45  0.51
H  2.95  3.87  -1.81
H  -3.59  -3.43  0.24
H  5.67  3.03  2.18
H  -5.15  4.51  -1.81
H  -4.25  2.18  0.59
H  -0.96  6.45  2.51
H  0.28  -1.03  -2.72
H  1.04  1.82  -6.43
H  -3.94  1.42  -2.63
H  6.04  -0.84  -0.96
H  -0.38  1.14  1.61
H  -0.57  -4.03  -1.23
H  2.61  5.39  -2.43
H  2.58  2.18  0.70
H  0.45  -2.17  -1.59
H  3.29  -0.14  -3.16
H  0.85  0.00  2.60
H  0.61  3.73  0.44
H  0.08  -3.67  1.57
H  0.42  -5.01  0.92
H  -0.45  1.14  -2.67

For the HOMO-LUMO gap, the calculation gives 9.570 eV. Its spin multiplicity is 1.



Model B:
Computed, not measured: 40 unconnected molecules or ions with the total composition H80O40, with ωB97M-V/def2-TZVPD.

Cartesian coordinates (Å):
O  -0.39  -2.02  -3.29
O  -2.82  -0.06  -1.79
O  2.33  1.30  2.85
O  -0.06  1.64  3.25
O  -0.72  -0.94  2.82
O  0.83  4.10  3.86
O  0.01  3.16  -4.57
O  4.40  0.97  -3.61
O  -2.15  -0.24  -4.68
O  -2.00  -2.34  4.52
O  4.28  3.39  -1.44
O  -3.72  -3.14  -3.57
O  2.17  -0.01  -2.08
O  3.42  -1.31  1.79
O  -1.35  -3.52  -0.05
O  -2.75  1.09  2.91
O  0.68  -5.59  -0.29
O  -0.19  -1.21  -0.03
O  2.15  3.08  -3.01
O  -0.96  5.01  -3.17
O  -5.29  -1.01  -1.00
O  2.55  -1.60  4.27
O  2.64  -0.98  -4.43
O  1.15  -3.34  -1.78
O  -4.47  -2.10  3.67
O  6.17  -0.98  0.59
O  4.46  -2.85  -2.23
O  -2.14  4.40  3.17
O  -1.49  -3.98  2.65
O  -3.40  -1.37  1.46
O  2.44  -3.76  0.67
O  -6.08  -0.18  1.92
O  1.77  1.25  0.30
O  0.95  4.07  0.78
O  -2.10  1.75  -0.04
O  -3.93  -3.54  -0.80
O  -1.07  5.80  -0.44
O  0.15  1.01  -3.23
O  -1.07  2.99  5.09
O  5.84  1.06  -1.05
H  -3.79  -2.73  3.80
H  1.98  -3.70  -1.99
H  -2.95  -3.42  -0.72
H  0.77  -4.05  -1.23
H  -0.33  -1.83  2.61
H  0.01  4.69  3.77
H  2.16  0.52  -1.32
H  -2.03  0.02  -2.36
H  4.99  3.46  -2.14
H  -1.63  2.91  5.89
H  0.19  2.42  2.73
H  2.42  0.70  0.78
H  1.71  -0.79  -4.25
H  2.60  -2.82  0.89
H  1.85  2.09  -2.93
H  -2.90  -1.61  2.31
H  -0.36  2.24  -4.60
H  -0.85  -2.58  -3.91
H  -0.19  3.28  -5.51
H  5.13  -3.48  -2.14
H  -0.24  -2.68  -2.54
H  0.33  4.12  0.13
H  -1.97  2.02  0.83
H  -2.24  -1.54  5.00
H  2.98  -1.43  0.96
H  3.55  3.42  -2.07
H  2.15  -4.28  1.47
H  1.49  -5.06  -0.34
H  1.79  3.18  -3.96
H  1.39  -0.60  -2.02
H  -1.76  4.53  -2.96
H  -1.90  0.97  3.42
H  -0.41  4.34  -3.75
H  -5.43  -0.60  2.45
H  -0.02  -0.23  2.64
H  -3.98  -2.13  1.49
H  0.50  -5.84  0.57
H  -0.90  -2.73  0.28
H  -1.53  -3.77  0.88
H  0.85  4.40  4.78
H  -1.67  3.46  4.46
H  -0.66  -4.12  3.16
H  1.64  4.82  0.70
H  -0.20  1.37  -2.38
H  1.64  1.27  2.17
H  -4.90  -2.24  2.84
H  -1.46  -1.83  3.98
H  6.54  -1.73  0.08
H  5.42  1.88  -0.92
H  -0.77  -0.46  -0.02
H  1.83  2.18  0.47
H  -3.02  1.77  -0.14
H  -2.78  -0.95  -4.47
H  0.66  -0.86  0.29
H  -4.21  -4.03  -0.04
H  -0.64  0.45  -3.46
H  -1.43  6.65  -0.59
H  2.22  2.28  2.94
H  2.78  -0.72  4.64
H  4.38  -1.27  1.72
H  2.79  -1.57  3.35
H  -3.51  0.58  -1.68
H  -4.64  -3.28  -3.73
H  6.42  1.10  -1.82
H  -4.32  -0.76  -1.04
H  4.59  -2.27  -1.45
H  -2.53  5.12  2.66
H  -5.82  -0.50  1.07
H  -2.12  -0.26  -5.59
H  -3.44  -3.40  -2.72
H  -5.43  -1.93  -0.93
H  -2.54  0.53  2.11
H  3.63  0.41  -4.02
H  -2.73  3.62  3.03
H  3.11  -1.44  -3.76
H  5.90  -0.21  0.06
H  0.36  1.82  4.08
H  -2.19  -4.25  3.29
H  -0.78  5.49  -1.39
H  4.24  1.88  -3.84

For the HOMO-LUMO gap, the calculation gives 9.590 eV. Its spin multiplicity is 1.



Quick one: least stable of them? model B